Record 1
12
Properties=species:S:1:pos:R:3:forces:R:3:mulliken_charge:R:1 method="wB97M-V/def2-TZVPD" gap_ev=10.70 de_lowest_kcal_mol=87.8 total_charge=+1 e_lumo_ev=-4.6
C -1.36597 0.19357 -0.73849 -0.569 -1.292 0.827 -1.1198
C -0.00885 0.06942 -0.13744 5.212 3.905 1.802 0.6693
N 1.08981 1.28191 -0.24985 -6.257 -3.572 -0.931 -0.4499
N 0.22489 -0.90450 0.72860 -2.525 -0.805 -2.120 -0.0341
O 1.17087 -0.97223 1.69194 0.829 0.109 0.212 -0.3765
H -1.38589 1.13890 -1.24092 -0.501 0.254 -0.545 0.3429
H -1.61360 -0.68950 -1.37285 0.487 0.833 -0.108 0.3631
H -2.18051 0.11680 0.05557 1.224 0.551 -0.703 0.3492
H 2.04057 1.05683 0.00308 -0.018 0.080 -0.353 0.2671
H 0.76198 1.94240 -1.02494 1.426 -1.406 1.587 0.2724
H -0.62422 -1.57049 0.70591 2.099 0.707 1.011 0.3237
H 1.89092 -1.66311 1.57939 -1.408 0.636 -0.678 0.3925

Record 2
12
Properties=species:S:1:pos:R:3:forces:R:3:mulliken_charge:R:1 method="wB97M-V/def2-TZVPD" gap_ev=11.01 de_lowest_kcal_mol=146.4 total_charge=+1 e_lumo_ev=-3.5
C 1.98136 0.62236 0.20423 -2.588 -0.121 1.512 0.0336
C -2.60388 0.10231 0.20698 -1.068 0.929 0.617 -0.1509
N 1.08533 -0.47221 0.66609 -0.354 1.968 1.730 -0.4784
N -1.44699 -0.21926 -0.11555 1.848 -1.542 -1.060 -0.3545
O 2.09838 -0.65752 -0.39710 -1.578 0.030 -3.394 -0.1237
H 1.45193 1.40754 -0.42948 1.493 -1.088 0.636 0.2623
H 2.77169 0.77550 0.92291 0.224 0.825 -0.325 0.2382
H -3.44886 -0.38069 -0.34035 0.249 0.963 0.872 0.2403
H -2.59556 0.88155 0.99413 -1.171 -0.642 -0.341 0.2504
H 2.77645 -1.19623 -0.03490 1.469 -1.051 0.886 0.4163
H -0.14881 -0.26556 0.42703 1.167 -0.321 -1.355 0.4333
H -1.45843 -0.89661 -0.88713 0.309 0.050 0.222 0.2329

Record 3
15
Properties=species:S:1:pos:R:3:forces:R:3:mulliken_charge:R:1 method="wB97M-V/def2-TZVPD" spin_multiplicity=3 gap_ev="5.92 / 7.92" de_lowest_kcal_mol=73.1 total_charge=0 e_lumo_ev="0.7 / -2.3"
C -1.00802 1.65083 -0.27420 2.586 3.364 -10.099 -0.0935
C -1.38180 1.16893 0.87258 -3.129 -4.959 9.868 -0.9715
N -0.81864 0.86043 -1.45369 0.831 2.525 1.283 -0.2802
N 1.41852 -0.09507 -0.03285 -0.692 1.803 -0.927 -0.3910
O 0.83872 -0.63833 -2.41605 0.177 -0.131 -0.691 -0.6480
O -0.42838 -1.52037 -0.50019 -1.400 -0.235 -0.309 -0.6204
P 1.37667 -1.36297 0.88898 0.869 -2.783 0.857 0.2460
S 0.26485 -0.41216 -1.13346 1.450 -0.679 -1.137 1.0632
H -0.86833 2.67575 -0.36401 0.099 1.649 -0.732 0.3811
H 0.41392 -1.74357 1.77468 -1.125 0.253 0.331 0.0750
H -1.56523 1.71359 1.79493 0.359 0.338 -0.502 0.3030
H -1.70198 0.15531 0.97440 -0.387 -0.526 -0.159 0.4109
H -0.51637 1.49360 -2.29576 -0.469 -1.982 2.065 0.3465
H 2.34728 -1.29042 1.87323 0.741 0.411 -0.171 0.0810
H 1.62878 -2.65555 0.29141 0.090 0.952 0.324 0.0979

Record 4
13
Properties=species:S:1:pos:R:3:forces:R:3:mulliken_charge:R:1 method="wB97M-V/def2-TZVPD" gap_ev="8.49 / 8.49" de_lowest_kcal_mol=76.9 total_charge=0 e_lumo_ev="0.0 / 0.0"
C 0.80907 1.28561 -1.90426 0.532 0.710 -4.783 -0.1004
C -1.28352 -0.99090 0.29485 2.292 2.991 3.316 -0.9327
N 1.19023 1.38720 -0.74223 0.747 -0.454 2.206 -0.4016
N 1.17853 0.63851 1.86002 -0.207 2.627 -1.564 -0.5439
O -0.46667 2.50703 0.93537 -0.048 -0.937 -0.112 -0.5770
P 0.18478 1.21124 0.63318 -1.538 -0.788 -0.543 0.6419
H 1.48877 1.50571 -2.86968 -0.670 -0.394 2.444 0.1918
H -0.17593 1.09345 -2.33780 -0.520 -0.347 0.883 0.2515
H -2.00288 -0.49970 -0.32534 -0.483 -0.342 -0.199 0.3244
H -0.45162 -1.56955 -0.09050 -0.429 -0.164 -0.170 0.3250
H -1.43726 -1.03755 1.46119 -0.092 -0.155 -2.704 0.2742
H 0.67750 -0.00314 2.35677 -1.529 -2.013 1.961 0.2635
H 1.99965 0.22437 1.54921 1.946 -0.734 -0.734 0.2834

Record 5
12
Properties=species:S:1:pos:R:3:forces:R:3:mulliken_charge:R:1 method="wB97M-V/def2-TZVPD" gap_ev=9.52 de_lowest_kcal_mol=15.5 total_charge=0 e_lumo_ev=0.7
H 2.76220 0.54131 1.86369 -0.474 0.114 -0.443 0.2204
N 2.07065 0.44486 1.10800 1.560 -0.159 0.859 -0.5237
P 0.60733 0.51086 1.58425 -1.596 0.169 -0.469 0.0440
N -0.24180 0.05954 0.19350 0.153 0.163 2.161 0.1408
C -1.64663 0.16828 -0.05147 -1.091 2.368 1.582 -0.7245
C 0.45738 -0.49358 -0.88549 2.869 -0.098 -1.104 -0.7851
H -2.21305 0.52579 0.94754 1.072 -1.013 -2.424 0.2217
H -1.86155 0.89690 -0.90556 0.271 -0.527 1.193 0.2517
H -1.93003 -0.77742 -0.43916 -1.042 -1.013 0.102 0.3129
H 1.60095 -0.39685 -0.56141 -2.315 0.059 -1.667 0.3351
H 0.31152 -1.57167 -1.10199 -0.504 0.375 0.395 0.2469
H 0.08303 0.09199 -1.75192 1.096 -0.438 -0.184 0.2598

Record 6
12
Properties=species:S:1:pos:R:3:forces:R:3:mulliken_charge:R:1 method="wB97M-V/def2-TZVPD" gap_ev=6.86 de_lowest_kcal_mol=6.5 total_charge=-1 e_lumo_ev=4.1
C 1.50872 1.54738 0.41167 0.898 0.049 -0.769 -0.7376
S 2.17784 -0.15146 -0.05894 -0.521 0.851 0.417 -0.7116
H 1.57755 1.77387 1.49601 -0.047 -0.115 -0.666 0.1796
H 0.51817 1.81168 0.02473 -0.390 -0.621 0.366 0.1447
H 2.10228 2.25770 -0.18906 0.225 0.007 0.688 0.2240
N -0.92334 -0.84564 0.01355 -0.784 -0.868 0.338 -0.2231
C -2.03870 -0.14592 -0.27813 -0.096 -0.745 -0.037 0.1489
N -3.21459 -0.62613 -0.05226 -0.853 0.496 -0.499 -0.7705
H -1.08688 -1.82419 0.32768 0.247 1.388 -0.263 0.2145
H 0.05555 -0.51314 0.00268 0.025 -0.083 -0.236 0.0588
H -1.92947 0.81156 -0.78419 0.514 0.142 0.140 0.2711
H -3.93732 -0.00038 -0.46502 0.782 -0.501 0.521 0.2011

Record 7
12
Properties=species:S:1:pos:R:3:forces:R:3:mulliken_charge:R:1 method="wB97M-V/def2-TZVPD" spin_multiplicity=2 gap_ev="9.68 / 6.36" de_lowest_kcal_mol=16.3 total_charge=0 e_lumo_ev="0.7 / -2.6"
C 2.22416 -0.10920 -1.03729 -0.747 -0.643 0.316 -0.5499
S 2.23125 -0.01118 0.79096 0.695 0.228 -0.896 -0.1331
H 2.43980 0.83510 -1.54494 0.368 -0.086 0.386 0.2830
H 1.22812 -0.41807 -1.37235 0.156 0.060 0.059 0.1470
H 2.91874 -0.90790 -1.33344 0.063 0.476 0.048 0.2776
N -0.97047 -0.13952 1.20424 2.638 0.769 -0.377 -0.3421
C -1.68011 0.09358 0.04101 -3.027 -2.224 1.405 0.0976
N -2.97314 0.21809 0.00948 1.869 1.731 -0.403 -0.5792
H -1.10218 0.18217 2.16979 -0.920 0.128 -1.005 0.2383
H 0.03670 -0.08160 0.99258 -0.612 -0.298 0.525 0.1060
H -1.18746 -0.33703 -0.82551 0.309 0.399 -0.215 0.2322
H -3.16539 0.67556 0.90547 -0.791 -0.540 0.156 0.2226

Record 8
12
Properties=species:S:1:pos:R:3:forces:R:3:mulliken_charge:R:1 method="wB97M-V/def2-TZVPD" gap_ev=6.38 de_lowest_kcal_mol=42.0 total_charge=+1 e_lumo_ev=-5.5
C -2.25001 0.12407 -1.02350 -2.276 -1.042 1.603 0.1410
C 2.87978 0.09184 2.09147 -0.624 0.161 -0.707 -0.0196
N -3.01976 -0.00637 -2.07747 -1.613 -0.968 -1.723 -0.3330
N 2.28955 -0.03867 0.96181 4.875 -0.716 -1.593 -0.1340
S -0.70009 0.45422 -1.00648 2.574 0.507 0.147 -0.4660
H -2.84948 -0.08632 -0.08469 0.790 0.540 -0.882 0.2315
H 3.96759 0.10321 2.19188 -0.382 0.050 -0.017 0.2760
H 2.17419 0.21557 2.90843 0.560 -0.041 0.403 0.2589
H -3.96861 -0.33830 -1.94529 0.155 0.256 0.258 0.2602
H 2.89317 -0.20996 0.01845 -2.305 0.585 2.748 0.3440
H -2.73432 -0.18929 -3.04521 0.600 0.641 0.765 0.2268
H 1.31797 -0.11999 1.01062 -2.354 0.026 -1.001 0.2143

Record 9
12
Properties=species:S:1:pos:R:3:forces:R:3:mulliken_charge:R:1 method="wB97M-V/def2-TZVPD" gap_ev=9.93 de_lowest_kcal_mol=48.2 total_charge=0 e_lumo_ev=0.9
H -2.29832 -0.60754 1.20141 0.444 -0.834 -0.931 0.2464
N -1.59616 -0.78656 0.43682 -1.794 1.115 2.031 -0.5859
C -0.81573 0.20621 0.57822 -0.413 -0.381 0.914 0.1844
N 0.21131 0.38442 -0.27400 1.389 0.379 -0.480 0.0094
C 1.43690 0.75937 0.44085 -0.756 1.753 -0.796 -0.9121
N 0.31282 -0.63182 -1.25588 1.928 -1.516 1.948 -0.5958
H -0.77068 0.96382 1.41986 -0.565 -0.819 -0.881 0.2210
H 1.08188 1.54776 1.17605 1.088 -0.623 -0.952 0.3295
H 2.13151 1.11948 -0.33813 -0.071 0.252 0.749 0.2812
H 1.91470 -0.03060 0.99405 0.045 -0.745 0.260 0.3224
H 1.03945 -1.33587 -0.82452 -1.746 1.350 -1.617 0.2381
H 0.67869 -0.21286 -2.09161 0.451 0.069 -0.244 0.2615

Record 10
13
Properties=species:S:1:pos:R:3:forces:R:3:mulliken_charge:R:1 method="wB97M-V/def2-TZVPD" gap_ev=10.53 de_lowest_kcal_mol=104.4 total_charge=0 e_lumo_ev=0.8
H -0.95529 -1.60898 -1.76966 0.524 0.359 -0.035 0.2248
N -0.01592 -1.94092 -1.51440 -0.283 -0.326 0.599 -0.6649
C 0.66992 -1.14387 -0.80777 0.218 0.801 -1.664 0.2266
C 0.41533 0.35482 -0.63172 -0.475 -0.780 -0.379 -0.5624
N 0.43103 0.65881 0.77854 -0.364 -1.850 0.916 0.0068
N -0.38274 1.68852 1.08544 -0.384 0.124 0.187 -0.4252
O 0.03461 -0.74626 1.42004 0.102 1.538 0.276 -0.5194
H 1.66315 -1.46506 -0.51245 0.009 -0.151 0.281 0.3679
H -0.52783 0.62667 -1.15065 0.148 -0.075 0.352 0.3177
H 1.22148 0.93171 -1.07805 0.069 0.033 -0.241 0.2377
H -0.27101 1.98565 2.04492 -0.003 -0.082 -0.067 0.2496
H -1.36453 1.60215 0.80900 0.222 -0.113 0.038 0.2271
H -0.91821 -0.94324 1.32676 0.216 0.520 -0.265 0.3139